Below is a molecular structure, C17H12Cl3F3NO6Rb, with properties calculated with ωB97M-V/def2-TZVPD.

Geometry as XYZ:
```
43
Properties=species:S:1:pos:R:3:lowdin_charge:R:1
Rb -1.085 -0.479 -1.418 0.8615
O 4.102 -0.977 -1.581 0.0847
C 2.760 -1.181 -1.557 -0.5037
O 2.010 -0.454 -2.149 0.0526
C 2.364 -2.369 -0.742 -0.2144
C 3.312 -3.148 -0.101 -0.0111
C 2.857 -4.237 0.634 -0.0577
C 1.503 -4.487 0.683 0.0011
C 0.618 -3.636 0.013 -0.1545
N 1.053 -2.594 -0.686 0.1510
C -0.907 -3.920 0.089 -0.6828
O -1.193 -5.019 0.596 -0.0437
O -1.644 -3.018 -0.349 -0.1471
H 4.220 -0.173 -2.107 0.1241
H 4.361 -2.904 -0.174 0.1068
H 3.560 -4.875 1.157 0.0986
H 1.070 -5.319 1.221 0.1091
Cl 1.878 0.158 3.452 0.4850
C 0.883 1.085 2.300 -0.9839
Cl 1.542 0.991 0.658 0.5742
H 0.881 2.124 2.610 -0.0010
H -0.117 0.665 2.282 0.0188
Cl -2.699 1.553 4.192 0.5972
C -1.739 2.693 3.256 -0.6491
C -0.925 3.557 3.951 -0.1914
C -0.102 4.467 3.289 -0.1768
C -0.170 4.481 1.885 -0.1602
C -0.980 3.622 1.190 -0.1005
C -1.809 2.621 1.821 -0.4290
C -2.534 1.691 1.107 -0.0971
H -0.929 3.507 5.034 0.0848
H 0.534 5.148 3.838 0.0645
H 0.441 5.185 1.327 0.0868
H -0.987 3.653 0.106 0.1017
H -2.626 1.807 0.032 0.0093
H -3.203 1.000 1.599 -0.0045
F -2.275 -1.217 -6.675 0.1070
C -2.610 -0.679 -5.484 -0.5324
F -3.949 -0.450 -5.540 0.1042
F -2.435 -1.654 -4.567 0.1038
C -1.833 0.644 -5.144 -0.6564
O -1.595 1.358 -6.120 -0.0008
O -1.606 0.783 -3.929 -0.1286
```

- relative energy (zero: lowest compared OMol25 entry of this formula, charge and spin) (kcal/mol) = 15.8
- total charge = -2



Below is 2 unconnected molecules or ions with the total composition C17H12F2N2O2, with properties calculated with ωB97M-V/def2-TZVPD.

Geometry as XYZ:
```
35
Properties=species:S:1:pos:R:3:lowdin_charge:R:1
N -1.666 -0.619 2.112 0.0742
C -2.528 -0.365 3.197 -0.5559
O -3.118 0.692 3.374 0.0088
N -2.708 -1.421 4.088 0.1675
C -2.239 -2.726 4.033 -0.5033
O -2.424 -3.502 4.984 -0.0018
C -1.567 -2.956 2.786 -0.0328
C -1.385 -1.897 1.904 -0.2278
H -3.233 -1.172 4.907 0.1463
H -1.149 -3.929 2.591 0.0857
H -0.966 -2.162 0.906 0.0772
F -0.606 0.829 -5.347 0.0486
C -0.360 -0.006 -4.277 -0.2175
C -0.671 -1.354 -4.431 0.0432
C -0.402 -2.186 -3.333 -0.0397
C 0.099 -1.677 -2.145 0.0026
C 0.297 -0.269 -1.941 -0.1569
C 0.754 0.150 -0.652 0.1349
C 1.372 1.376 -0.260 -0.1554
C 2.063 1.384 0.999 0.0144
C 2.663 2.525 1.506 -0.0357
C 2.668 3.730 0.784 0.0470
C 2.100 3.694 -0.487 -0.2167
F 2.095 4.867 -1.214 0.0482
C 1.504 2.569 -1.041 0.0835
C 0.137 0.549 -3.105 0.0825
H -1.093 -1.728 -5.362 0.1344
H -0.625 -3.248 -3.423 0.1209
H 0.340 -2.356 -1.329 0.1178
H 0.858 -0.658 0.075 0.1199
H 2.094 0.459 1.572 0.1273
H 3.115 2.513 2.496 0.1215
H 3.096 4.649 1.179 0.1348
H 1.124 2.636 -2.054 0.1009
H 0.360 1.609 -3.094 0.1016
```

- relative energy (zero: lowest compared OMol25 entry of this formula, charge and spin) (kcal/mol) = 51.4



Below is a molecular structure, C17H12F3N3O3S, with properties calculated with ωB97M-V/def2-TZVPD.

Geometry as XYZ:
```
39
Properties=species:S:1:pos:R:3:lowdin_charge:R:1
C 3.018 -5.404 -2.159 -0.0106
C 4.495 -5.294 -1.913 -0.4403
O 5.320 -5.895 -2.549 0.0863
C 4.910 -4.339 -0.796 -0.0578
C 3.803 -3.889 0.085 -0.5233
N 3.501 -4.512 1.190 -0.2506
S 2.235 -3.792 1.943 1.1107
C 2.163 -2.613 0.665 -0.5449
N 3.062 -2.801 -0.251 0.1196
N 1.238 -1.613 0.675 0.1361
C 0.348 -1.531 1.717 -0.4096
O 0.369 -2.345 2.623 -0.0114
C -0.589 -0.420 1.637 -0.1684
C -1.596 -0.056 2.501 0.0422
C -2.190 1.089 1.949 0.0220
C -1.511 1.360 0.779 -0.1966
C -1.680 2.412 -0.203 -0.1260
C -2.694 3.359 -0.060 0.0561
C -2.837 4.360 -1.006 -0.1070
C -1.992 4.434 -2.106 -0.0029
C -0.986 3.493 -2.248 -0.0478
C -0.830 2.492 -1.309 -0.0020
H -0.044 1.761 -1.424 0.1158
H -0.323 3.543 -3.097 0.1112
H -2.119 5.221 -2.834 0.1235
C -3.954 5.357 -0.861 -0.5884
F -4.298 5.569 0.418 0.1412
F -5.074 4.946 -1.488 0.1431
F -3.651 6.554 -1.381 0.1429
H -3.364 3.321 0.784 0.1255
O -0.539 0.441 0.593 0.0913
H -3.008 1.640 2.363 0.1149
H -1.856 -0.561 3.408 0.1265
H 1.233 -0.941 -0.079 0.1594
H 5.677 -4.835 -0.199 0.1297
H 5.356 -3.467 -1.280 0.1320
H 2.825 -6.021 -3.033 0.0857
H 2.550 -5.853 -1.285 0.0914
H 2.596 -4.411 -2.296 0.0805
```

- relative energy (zero: lowest compared OMol25 entry of this formula, charge and spin) (kcal/mol) = 0.0



Below is 3 unconnected molecules or ions with the total composition C17H12F3O10, with properties calculated with ωB97M-V/def2-TZVPD.

Geometry as XYZ:
```
42
Properties=species:S:1:pos:R:3:lowdin_charge:R:1
O -2.482 6.093 0.831 -0.0821
C -2.211 6.015 -0.381 -0.7821
O -1.561 6.782 -1.099 -0.0505
C -2.826 4.796 -1.098 -0.1304
C -2.025 4.227 -2.281 -0.1312
C -0.558 4.116 -2.043 -0.2292
F 0.257 5.026 -2.603 0.0835
C -0.004 3.147 -1.346 -0.2933
F 1.302 3.010 -1.089 0.1081
F -0.685 2.145 -0.774 0.1017
H -3.821 5.084 -1.436 0.1032
H -2.957 4.009 -0.357 0.0955
H -2.413 3.225 -2.479 0.1065
H -2.166 4.812 -3.187 0.1173
C -0.256 -1.085 -1.245 0.0684
C 0.609 -1.590 -2.135 -0.2292
C 0.387 -2.916 -2.813 -0.3170
O 1.228 -3.283 -3.616 0.0944
C -0.797 -3.681 -2.473 0.0669
C -1.661 -3.180 -1.581 -0.2385
C -1.448 -1.841 -0.915 -0.3051
O -2.306 -1.489 -0.129 0.1150
O -2.772 -3.794 -1.201 0.1091
O 1.731 -0.978 -2.496 0.1172
H -0.105 -0.135 -0.758 0.1097
H -0.944 -4.637 -2.956 0.1309
H -3.199 -3.187 -0.562 0.1177
H 2.155 -1.557 -3.157 0.1149
C 0.836 -2.644 2.790 0.0798
C 1.607 -3.347 3.629 -0.2394
C 2.927 -2.823 4.138 -0.3192
O 3.541 -3.542 4.908 0.0927
C 3.379 -1.525 3.689 0.0699
C 2.611 -0.817 2.846 -0.2312
C 1.282 -1.335 2.349 -0.2970
O 0.659 -0.619 1.593 0.1181
O 2.940 0.374 2.384 0.1325
O 1.294 -4.550 4.090 0.1096
H -0.114 -3.009 2.423 0.1348
H 4.330 -1.163 4.053 0.1337
H 2.208 0.672 1.807 0.1290
H 2.030 -4.808 4.679 0.1155
```

- total charge = -1



Below is a molecular structure, C17H12GaNO5, with properties calculated with ωB97M-V/def2-TZVPD.

Geometry as XYZ:
```
36
Properties=species:S:1:pos:R:3:lowdin_charge:R:1
Ga 2.237 3.223 2.444 0.8310
O 4.399 0.269 0.738 0.0988
C 3.451 0.591 1.416 -0.5640
O 3.349 1.707 2.101 -0.2511
C 2.194 -0.300 1.398 -0.1075
C 1.233 -0.039 2.548 -0.2513
C 0.174 -1.134 2.740 -0.0737
C -1.093 -0.569 2.060 -0.0844
C -0.571 0.685 1.350 -0.2227
O 0.466 1.141 2.230 -0.1595
C 1.491 -0.106 0.046 -0.0093
C 1.487 2.309 -1.325 -0.3483
O 1.713 2.844 -2.351 0.1989
O 1.477 2.608 0.001 0.0298
H 2.553 -1.325 1.441 0.1563
H 1.790 0.168 3.456 0.1555
H 0.492 -2.072 2.286 0.1205
H 0.002 -1.320 3.799 0.1169
H -1.537 -1.284 1.374 0.1124
H -1.844 -0.287 2.795 0.1221
H -1.297 1.490 1.266 0.1642
H 1.832 -0.786 -0.725 0.1558
N -4.160 -1.933 -5.018 0.1592
C -3.460 -1.546 -4.190 -0.1750
C -2.587 -1.061 -3.146 -0.2261
C -1.206 -1.078 -3.316 -0.0080
C -0.380 -0.626 -2.304 0.0029
C -0.903 -0.156 -1.098 -0.1143
C -2.289 -0.115 -0.954 -0.0110
C -3.125 -0.565 -1.963 -0.0114
C 0.018 0.353 -0.025 -0.1615
C 1.129 1.224 -0.464 -0.1331
H -0.784 -1.440 -4.245 0.1258
H 0.691 -0.623 -2.475 0.1218
H -2.740 0.284 -0.054 0.1157
H -4.200 -0.530 -1.838 0.1241
```

- relative energy (zero: lowest compared OMol25 entry of this formula, charge and spin) (kcal/mol) = 48.7



Below is a molecular structure, C17H12NO5SZn, with properties calculated with ωB97M-V/def2-TZVPD.

Geometry as XYZ:
```
37
Properties=species:S:1:pos:R:3:lowdin_charge:R:1
O 0.322 -5.356 0.746 0.0360
C 1.041 -4.630 0.234 0.0198
Zn 2.549 -1.093 -1.177 0.3321
C 3.619 0.346 -2.006 0.0206
O 4.151 1.247 -2.486 0.1763
C 4.057 -2.563 -1.643 -0.4005
O 5.080 -2.891 -2.139 0.0064
C 1.592 -2.378 -2.962 0.0439
O 1.109 -2.724 -3.943 0.1464
C 3.578 -1.653 0.829 0.0266
O 4.180 -1.599 1.810 0.1481
H 3.193 -3.195 -1.095 -0.0027
N 0.694 -0.740 -0.450 -0.3723
S 0.344 0.296 0.751 1.0624
C -0.151 1.848 0.034 -0.4207
C 0.465 3.023 0.506 -0.0744
C 0.058 4.254 -0.013 -0.0496
C -0.893 4.288 -1.040 -0.0470
C -1.466 3.113 -1.530 -0.0466
C -1.105 1.878 -0.985 -0.0699
C -1.197 -0.281 1.435 -0.3912
C -1.607 -1.591 1.172 -0.0794
C -2.883 -1.998 1.570 -0.0511
C -3.715 -1.110 2.259 -0.0527
C -3.285 0.188 2.559 -0.0516
C -2.017 0.609 2.155 -0.0681
H -0.025 -0.553 -1.161 0.0164
H 1.217 2.955 1.295 0.1146
H 0.495 5.177 0.371 0.1201
H -1.204 5.239 -1.463 0.1176
H -2.207 3.124 -2.331 0.1198
H -1.555 0.944 -1.315 0.1166
H -0.933 -2.261 0.635 0.0846
H -3.227 -3.015 1.359 0.1187
H -4.720 -1.405 2.549 0.1151
H -3.914 0.893 3.106 0.1192
H -1.640 1.611 2.363 0.1164
```

- relative energy (zero: lowest compared OMol25 entry of this formula, charge and spin) (kcal/mol) = 0.0
- total charge = +1



Number 1: DFT total energy -77978.5014 eV, orbital gap 4.697 eV, lowest unoccupied orbital energy 3.84 eV. Number 2: DFT total energy -30330.5455 eV, orbital gap 2.596 eV, lowest unoccupied orbital energy -4.08 eV. Number 3: DFT total energy -47425.5050 eV, orbital gap 8.119 eV, lowest unoccupied orbital energy -0.76 eV. Number 4: DFT total energy -46450.8971 eV, orbital gap 4.221 eV, lowest unoccupied orbital energy -0.01 eV. Number 5: DFT total energy -81925.8106 eV, orbital gap 9.217 eV, lowest unoccupied orbital energy -0.12 eV. Number 6: DFT total energy -88793.2622 eV, orbital gap 6.100 eV, lowest unoccupied orbital energy -3.84 eV.